# 1
{"formula": "C20H31BCsGeIN8", "method": "wB97M-V/def2-TZVPD", "elements": ["Cs", "C", "C", "N", "N", "C", "B", "N", "C", "C", "C", "N", "N", "C", "C", "C", "N", "N", "C", "C", "C", "N", "H", "H", "H", "H", "H", "H", "H", "H", "H", "H", "H", "H", "C", "C", "C", "C", "Ge", "C", "C", "C", "C", "H", "H", "H", "H", "H", "H", "H", "H", "H", "H", "H", "H", "H", "H", "H", "H", "H", "H", "H", "I"], "positions_angstrom": [[0.24, 2.07, -1.81], [2.03, 5.43, -1.76], [0.69, 5.35, -2.18], [-0.09, 4.83, -1.24], [0.74, 4.57, -0.19], [2.01, 4.93, -0.49], [0.17, 4.09, 1.15], [-1.29, 3.72, 1.07], [-2.35, 4.44, 1.49], [-3.49, 3.77, 1.11], [-3.01, 2.63, 0.45], [-1.69, 2.60, 0.42], [0.91, 2.70, 1.60], [0.71, 2.06, 2.70], [1.62, 0.93, 2.73], [2.34, 1.07, 1.49], [1.92, 2.07, 0.80], [0.47, 5.12, 2.22], [0.60, 6.46, 2.08], [0.63, 7.01, 3.33], [0.53, 5.91, 4.20], [0.42, 4.78, 3.53], [2.87, 5.83, -2.30], [0.25, 5.65, -3.12], [2.80, 4.84, 0.25], [-2.21, 5.36, 2.03], [-4.51, 4.05, 1.29], [-3.58, 1.83, 0.00], [-0.02, 2.38, 3.43], [1.71, 0.19, 3.50], [3.10, 0.42, 1.09], [0.63, 6.91, 1.10], [0.73, 8.05, 3.58], [0.53, 5.90, 5.28], [2.23, -7.29, -1.46], [2.00, -5.79, -1.32], [1.74, -5.36, 0.12], [1.55, -3.85, 0.27], [0.07, -3.20, -0.82], [-1.55, -4.26, -0.60], [-2.80, -3.75, -1.32], [-2.69, -3.75, -2.84], [-2.47, -5.13, -3.44], [2.40, -7.57, -2.50], [1.36, -7.85, -1.10], [3.09, -7.61, -0.88], [1.15, -5.50, -1.97], [2.86, -5.24, -1.71], [2.57, -5.69, 0.75], [0.85, -5.89, 0.49], [2.46, -3.32, -0.02], [1.33, -3.59, 1.31], [0.45, -2.87, -2.26], [-1.73, -4.32, 0.48], [-1.29, -5.27, -0.92], [-3.03, -2.74, -0.97], [-3.65, -4.37, -1.02], [-1.89, -3.08, -3.16], [-3.61, -3.32, -3.25], [-1.51, -5.56, -3.14], [-2.47, -5.09, -4.53], [-3.25, -5.82, -3.13], [-0.57, -0.87, 0.12]], "lowdin_spin": [0.00, 0.00, 0.00, 0.00, 0.00, 0.00, 0.00, 0.00, 0.00, 0.00, 0.00, 0.00, 0.12, 0.11, 0.47, 0.06, 0.17, 0.00, 0.00, 0.00, 0.00, 0.00, 0.00, 0.00, 0.00, 0.00, 0.00, 0.00, 0.00, 0.02, 0.00, 0.00, 0.00, 0.00, 0.00, 0.00, 0.00, 0.00, 0.00, 0.00, 0.00, 0.00, 0.00, 0.00, 0.00, 0.00, 0.00, 0.00, 0.00, 0.00, 0.00, 0.00, 0.00, 0.00, 0.00, 0.00, 0.00, 0.00, 0.00, 0.00, 0.00, 0.00, 0.02], "homo_energy_ev": [-11.54, -11.54], "spin_multiplicity": 2, "s_squared": 0.759, "charge": 1, "orbital_gap_ev": [9.215, 4.927]}

---

# 2
{"formula": "C4H7FN2O", "method": "wB97M-V/def2-TZVPD", "elements": ["C", "C", "C", "C", "H", "H", "H", "H", "H", "H", "H", "N", "N", "O", "F"], "positions_angstrom": [[1.28, -0.53, 0.52], [0.95, 0.86, 0.00], [-0.44, 1.02, -0.16], [-2.83, 0.50, 0.03], [2.49, -2.15, -0.05], [2.23, -0.79, -1.65], [0.26, -1.22, 0.30], [1.75, -0.83, 1.70], [-0.71, 2.10, -0.08], [-1.13, -1.09, -0.29], [-3.09, 1.71, 0.62], [2.44, -1.11, -0.35], [-1.43, -0.01, -0.30], [-3.64, -0.34, -0.15], [1.87, 1.86, -0.15]], "lowdin_charge": [-0.26, -0.31, -0.11, -0.29, 0.05, 0.21, 0.11, 0.18, 0.12, 0.17, 0.22, -0.13, -0.01, 0.02, 0.03], "homo_energy_ev": -8.39, "de_lowest_ev": 6.651, "orbital_gap_ev": 8.861}

---

# 3
{"formula": "C16H30N2O", "method": "wB97M-V/def2-TZVPD", "elements": ["C", "C", "C", "C", "C", "N", "C", "O", "C", "C", "C", "C", "C", "C", "C", "C", "C", "C", "N", "H", "H", "H", "H", "H", "H", "H", "H", "H", "H", "H", "H", "H", "H", "H", "H", "H", "H", "H", "H", "H", "H", "H", "H", "H", "H", "H", "H", "H", "H"], "positions_angstrom": [[4.23, -1.98, -0.92], [3.29, -1.10, -0.10], [3.41, -1.52, 1.37], [1.84, -1.31, -0.60], [0.89, -0.24, -0.07], [-0.45, -0.46, -0.58], [-1.55, -0.50, 0.20], [-1.49, -0.41, 1.41], [-2.85, -0.64, -0.57], [-3.93, -1.26, 0.32], [-5.32, -0.74, -0.04], [-5.42, 0.76, 0.25], [-4.07, 1.46, 0.04], [-3.28, 0.76, -1.05], [1.40, 1.14, -0.46], [2.84, 1.38, 0.05], [2.84, 1.66, 1.56], [3.41, 2.63, -0.65], [3.74, 0.28, -0.27], [3.96, -3.03, -0.82], [5.25, -1.85, -0.58], [4.19, -1.72, -1.98], [2.62, -1.12, 1.98], [3.39, -2.61, 1.44], [4.36, -1.17, 1.76], [1.49, -2.30, -0.30], [1.84, -1.27, -1.70], [0.79, -0.32, 1.01], [-0.56, -0.50, -1.59], [-2.67, -1.27, -1.45], [-3.71, -1.02, 1.36], [-3.91, -2.35, 0.22], [-6.08, -1.28, 0.53], [-5.51, -0.93, -1.10], [-5.75, 0.92, 1.28], [-6.18, 1.21, -0.40], [-3.49, 1.43, 0.96], [-4.23, 2.51, -0.21], [-2.39, 1.35, -1.31], [-3.89, 0.68, -1.95], [0.74, 1.91, -0.06], [1.39, 1.22, -1.55], [2.46, 2.66, 1.75], [3.86, 1.60, 1.93], [2.23, 0.95, 2.10], [2.79, 3.50, -0.44], [4.42, 2.81, -0.30], [3.44, 2.48, -1.73], [4.05, 0.39, -1.23]], "lowdin_charge": [-0.04, -0.56, -0.03, -0.08, -0.30, 0.10, -0.46, 0.07, -0.23, -0.16, -0.20, -0.20, -0.19, -0.16, -0.08, -0.56, -0.03, -0.04, 0.05, 0.08, 0.09, 0.08, 0.06, 0.08, 0.09, 0.13, 0.12, 0.13, 0.15, 0.14, 0.11, 0.12, 0.11, 0.11, 0.11, 0.10, 0.11, 0.11, 0.11, 0.12, 0.13, 0.12, 0.08, 0.09, 0.07, 0.08, 0.09, 0.08, 0.11], "homo_energy_ev": -8.78, "de_lowest_ev": 0.000, "smiles": "CC1(C)CC(NC(=O)C2CCCCC2)CC(C)(C)N1", "orbital_gap_ev": 9.478}

---

# 4
{"formula": "C49H95BN7O19", "method": "wB97M-V/def2-TZVPD", "elements": ["N", "O", "O", "O", "N", "O", "O", "O", "O", "C", "O", "B", "O", "C", "O", "O", "C", "O", "C", "O", "O", "C", "C", "C", "C", "C", "C", "N", "O", "C", "C", "C", "H", "H", "H", "H", "H", "H", "H", "H", "H", "H", "H", "H", "H", "H", "H", "H", "H", "H", "H", "C", "C", "C", "C", "C", "C", "N", "O", "C", "C", "C", "H", "H", "H", "H", "H", "H", "H", "H", "H", "H", "H", "H", "H", "H", "H", "H", "H", "H", "H", "C", "C", "C", "C", "C", "C", "N", "O", "C", "C", "C", "H", "H", "H", "H", "H", "H", "H", "H", "H", "H", "H", "H", "H", "H", "H", "H", "H", "H", "H", "C", "C", "C", "C", "C", "C", "N", "O", "C", "C", "C", "H", "H", "H", "H", "H", "H", "H", "H", "H", "H", "H", "H", "H", "H", "H", "H", "H", "H", "H", "C", "C", "C", "C", "C", "C", "N", "O", "C", "C", "C", "H", "H", "H", "H", "H", "H", "H", "H", "H", "H", "H", "H", "H", "H", "H", "H", "H", "H", "H"], "positions_angstrom": [[3.42, 3.47, 0.09], [3.72, 2.28, -0.19], [2.74, 4.21, -0.68], [3.67, 3.88, 1.25], [3.26, 0.64, 4.02], [3.51, -0.16, 4.96], [3.28, 0.22, 2.83], [3.17, 1.86, 4.20], [-1.09, 1.95, 4.52], [-0.65, 2.10, 3.41], [-0.86, 1.35, 2.34], [0.05, 1.78, 1.24], [0.58, 3.09, 1.72], [0.33, 3.27, 2.97], [0.72, 4.08, 3.76], [-0.58, 1.96, -0.12], [0.04, 1.10, -0.98], [-0.19, 0.89, -2.13], [1.23, 0.49, -0.16], [1.19, 0.92, 1.04], [2.06, -0.27, -0.61], [-3.95, 2.88, 6.43], [-4.44, 1.62, 7.19], [-5.55, 2.06, 8.18], [-6.88, 2.32, 7.49], [-7.38, 1.09, 6.74], [-6.30, 0.51, 5.73], [-4.98, 0.50, 6.41], [-4.01, -0.07, 5.55], [-6.72, -0.96, 5.55], [-6.32, 1.19, 4.35], [-3.26, 1.17, 8.10], [-2.98, 3.25, 6.76], [-4.65, 3.71, 6.39], [-3.73, 2.63, 5.39], [-5.68, 1.43, 9.07], [-5.25, 2.99, 8.67], [-6.77, 3.11, 6.74], [-7.60, 2.71, 8.21], [-8.12, 1.49, 6.03], [-8.02, 0.36, 7.22], [-6.68, -1.54, 6.47], [-7.71, -0.90, 5.10], [-6.05, -1.43, 4.83], [-5.62, 0.74, 3.65], [-7.31, 1.25, 3.90], [-6.06, 2.25, 4.37], [-3.31, 0.14, 8.47], [-3.16, 1.94, 8.87], [-2.39, 1.27, 7.45], [-3.74, 0.66, 4.96], [4.24, -5.89, -1.05], [4.01, -4.42, -1.35], [2.73, -4.23, -2.30], [1.43, -4.42, -1.58], [1.29, -3.59, -0.31], [2.47, -3.74, 0.68], [3.67, -3.55, -0.20], [4.84, -3.29, 0.56], [2.35, -2.64, 1.73], [2.38, -5.14, 1.35], [5.21, -3.80, -2.09], [3.38, -6.40, -0.62], [5.03, -6.05, -0.31], [4.55, -6.42, -1.95], [2.75, -3.36, -2.95], [2.69, -5.12, -2.95], [1.32, -5.50, -1.43], [0.53, -4.29, -2.19], [0.44, -4.03, 0.21], [1.11, -2.54, -0.52], [3.27, -2.68, 2.31], [2.31, -1.66, 1.26], [1.54, -2.74, 2.45], [1.89, -5.87, 0.69], [3.37, -5.51, 1.60], [1.64, -5.15, 2.15], [5.25, -2.71, -1.99], [5.30, -4.18, -3.11], [6.10, -4.25, -1.64], [4.91, -4.06, 1.16], [7.60, -0.89, -2.45], [6.77, -0.65, -3.74], [6.88, -2.05, -4.45], [5.81, -2.23, -5.52], [4.40, -1.91, -4.96], [4.24, -0.51, -4.29], [5.40, -0.37, -3.38], [5.17, 0.39, -2.24], [4.22, 0.55, -5.42], [2.89, -0.56, -3.57], [7.48, 0.47, -4.60], [7.21, -1.70, -1.86], [7.70, 0.04, -1.88], [8.64, -1.05, -2.73], [7.75, -1.91, -5.11], [7.10, -2.92, -3.83], [5.71, -3.24, -5.94], [6.02, -1.68, -6.44], [3.78, -2.68, -4.50], [3.89, -2.00, -5.94], [5.19, 0.90, -5.76], [3.57, 0.17, -6.21], [3.80, 1.53, -5.15], [2.53, 0.45, -3.36], [2.09, -0.78, -4.28], [2.92, -1.30, -2.77], [8.52, 0.28, -4.35], [7.26, 1.48, -4.25], [7.35, 0.48, -5.68], [5.11, 1.30, -2.57], [-5.01, -3.24, 3.49], [-4.72, -3.52, 2.02], [-5.95, -3.36, 1.12], [-6.28, -1.92, 0.68], [-5.02, -1.26, 0.11], [-3.74, -1.37, 0.96], [-3.62, -2.71, 1.50], [-2.34, -2.93, 2.07], [-2.60, -0.89, 0.09], [-3.88, -0.33, 2.09], [-4.29, -5.00, 1.97], [-5.82, -3.87, 3.90], [-5.45, -2.31, 3.87], [-4.06, -3.27, 4.03], [-5.83, -3.95, 0.21], [-6.80, -3.72, 1.70], [-6.60, -1.33, 1.55], [-7.15, -1.97, 0.02], [-5.26, -0.19, 0.08], [-4.83, -1.57, -0.92], [-1.61, -1.10, 0.48], [-2.65, -1.31, -0.92], [-2.78, 0.16, -0.11], [-4.88, -0.51, 2.51], [-3.12, -0.39, 2.87], [-3.99, 0.70, 1.76], [-4.41, -5.42, 0.97], [-4.77, -5.65, 2.70], [-3.25, -5.02, 2.29], [-2.33, -2.28, 2.79], [1.51, 2.62, -4.40], [1.51, 4.15, -4.44], [1.43, 4.80, -5.81], [0.08, 4.84, -6.47], [-0.78, 5.77, -5.63], [-0.87, 5.26, -4.12], [0.38, 4.69, -3.68], [0.43, 4.33, -2.31], [-1.19, 6.52, -3.32], [-2.02, 4.25, -4.07], [2.86, 4.54, -3.81], [2.28, 2.20, -5.04], [0.58, 2.12, -4.68], [1.56, 2.22, -3.38], [1.90, 5.79, -5.89], [2.11, 4.23, -6.45], [-0.31, 3.82, -6.53], [0.15, 5.16, -7.52], [-1.75, 5.83, -6.13], [-0.28, 6.74, -5.64], [-1.12, 6.19, -2.28], [-0.37, 7.22, -3.49], [-2.12, 7.01, -3.58], [-2.00, 3.69, -3.14], [-3.00, 4.70, -4.19], [-1.80, 3.49, -4.83], [3.05, 3.93, -2.92], [2.91, 5.56, -3.43], [3.75, 4.57, -4.44], [0.22, 3.39, -2.40]], "lowdin_charge": [-0.59, -0.05, -0.11, -0.06, -0.62, -0.15, -0.06, -0.05, 0.11, -0.36, 0.20, -0.86, 0.24, -0.42, 0.13, 0.19, -0.36, 0.11, -0.41, 0.27, 0.11, -0.02, -0.48, -0.17, -0.19, -0.13, -0.47, -0.09, -0.01, -0.04, -0.02, -0.03, 0.09, 0.07, 0.07, 0.12, 0.11, 0.10, 0.10, 0.10, 0.10, 0.09, 0.09, 0.02, 0.04, 0.08, 0.08, 0.08, 0.08, 0.08, 0.07, -0.05, -0.46, -0.12, -0.21, -0.12, -0.47, -0.08, -0.01, -0.02, -0.04, -0.04, 0.05, 0.08, 0.08, 0.08, 0.11, 0.09, 0.11, 0.12, 0.11, 0.08, 0.07, 0.09, 0.05, 0.07, 0.08, 0.08, 0.08, 0.08, 0.08, -0.04, -0.47, -0.14, -0.18, -0.15, -0.45, -0.13, 0.03, -0.03, -0.01, -0.04, 0.08, 0.09, 0.07, 0.10, 0.09, 0.10, 0.10, 0.08, 0.10, 0.06, 0.08, 0.05, 0.06, 0.10, 0.07, 0.06, 0.08, 0.06, 0.11, -0.04, -0.50, -0.13, -0.17, -0.13, -0.51, -0.09, 0.00, -0.01, -0.03, -0.04, 0.09, 0.03, 0.10, 0.11, 0.11, 0.10, 0.10, 0.12, 0.11, 0.10, 0.09, 0.09, 0.04, 0.09, 0.10, 0.08, 0.07, 0.08, 0.10, -0.03, -0.48, -0.17, -0.21, -0.14, -0.52, -0.10, 0.03, -0.04, -0.03, -0.04, 0.05, 0.09, 0.07, 0.12, 0.12, 0.11, 0.10, 0.11, 0.10, 0.09, 0.08, 0.07, 0.08, 0.07, 0.07, 0.06, 0.09, 0.08, 0.07], "homo_energy_ev": 0.62, "charge": -3, "orbital_gap_ev": 4.037}